Entry 1:
Formula: C57H45CdN4O4P3S3Se
Source: the Open Molecules 2025 dataset
Level of theory: wB97M-V/def2-TZVPD

Results
HOMO-LUMO gap, eV: 6.653
Total charge: -2
E_HOMO, eV: -2.75
LUMO, Eh: 0.1436
Largest force on an atom, hartree/bohr: 0.0142
Energy, eV: -204274.69565

Last column: Löwdin charge in e.
Geometry (Å):
P (1.09778, 2.96648, -1.12644)  0.99
C (5.68835, -2.27244, 0.60850)  -0.09
H (2.85630, 1.50919, -2.86869)  0.07
N (2.48955, 1.11669, 0.87659)  -0.04
H (0.10906, -3.31820, 3.24952)  0.08
C (-5.23585, -3.03661, 2.56274)  -0.10
H (-1.80311, -3.52174, 0.88525)  0.09
C (-1.92927, -3.06131, -3.91156)  -0.84
H (-3.65313, 0.43654, 2.19258)  0.07
Se (4.37465, 2.24111, 2.87629)  0.38
C (-1.59571, 0.01109, 2.64975)  -0.44
C (4.42131, -2.13318, 1.15632)  -0.08
C (0.58272, 6.21121, 2.12881)  -0.09
C (-3.70063, -0.45644, -1.07142)  -0.35
S (-4.13183, -3.74818, -4.74325)  0.60
C (-1.64290, -0.48937, 3.93713)  -0.08
C (-0.77901, 4.51269, -5.07830)  -0.10
C (0.41489, -0.37443, -2.82060)  -0.11
C (0.59265, 2.96323, -3.85705)  -0.10
O (-3.89085, 2.91278, -0.13517)  -0.58
C (-0.04262, -5.40747, 2.82999)  -0.11
H (4.81846, -3.09999, -2.55564)  0.10
H (2.51453, -0.58773, 2.64367)  0.03
C (0.22341, -6.43248, 1.93583)  -0.11
H (-6.20501, -2.89578, 3.02713)  0.09
H (-0.02576, -1.50455, 5.12327)  0.08
H (-6.73094, -1.05848, -2.47371)  0.10
H (6.78692, 2.69554, -1.73517)  0.09
S (-0.48631, -3.00163, -3.04131)  0.58
C (3.44777, -2.67648, -0.96727)  -0.12
C (-5.12216, -0.03540, -3.45127)  -0.09
C (-3.47770, -2.32179, -5.56245)  -0.24
H (-0.63991, 5.34239, -1.80834)  0.08
H (4.32257, -1.84078, 2.19377)  0.10
C (-3.80357, 0.37946, -3.34787)  -0.09
H (2.08597, -2.12827, 3.40903)  0.09
H (5.26314, 1.29436, -3.10954)  0.10
H (-1.64529, 6.08538, -3.90432)  0.10
C (1.32202, -4.85427, 0.49175)  -0.09
C (5.71383, 2.82807, -1.67115)  -0.10
P (1.58022, -2.09370, 0.99157)  1.04
H (0.40443, 2.86900, 1.70719)  0.07
C (-3.99553, -1.58425, -6.60731)  -0.05
C (1.08324, -3.81955, 1.39681)  -0.34
H (6.56016, -2.09605, 1.22652)  0.10
C (-5.71851, -0.68570, -2.38242)  -0.09
H (0.10743, 4.56499, 3.42582)  0.11
H (-1.23594, 4.83576, -6.00564)  0.09
P (-2.55920, -0.81534, 0.31966)  1.07
C (0.55251, 3.90816, 1.44288)  -0.11
C (-3.34498, -4.42825, 2.07050)  -0.08
H (1.09281, -6.92933, 0.03468)  0.10
C (-4.64941, -1.99331, 1.86679)  -0.12
H (-4.97142, -1.80789, -7.01878)  0.12
H (1.17055, 2.04979, -3.85564)  0.06
C (3.28516, -2.34202, 0.37776)  -0.37
H (-2.05499, 0.42521, -2.13339)  0.04
C (-2.67895, 0.45187, 1.70733)  -0.30
Cd (0.29660, 0.57441, 0.19210)  1.29
C (4.86185, 2.04249, -2.43657)  -0.09
H (6.82791, -2.72710, -1.15313)  0.09
O (-4.18040, -4.84157, -5.68537)  -0.33
C (-3.21202, -0.55385, -7.11231)  -0.09
C (0.89911, -6.14631, 0.75734)  -0.09
H (-0.46220, -0.88541, -5.12772)  0.06
C (-3.41125, -2.15591, 1.24341)  -0.35
C (-2.76792, -3.38322, 1.35910)  -0.08
C (0.37065, -4.10997, 2.55943)  -0.10
N (-1.36707, 2.47138, -0.41891)  -0.53
C (0.40967, -0.82388, 3.07669)  -0.44
C (-4.58347, -4.25931, 2.66654)  -0.10
H (-5.49313, -1.44558, -0.40653)  0.09
C (-1.94703, -0.30492, -6.58482)  -0.09
H (-1.34551, 0.49489, -6.99961)  0.09
C (3.79599, 3.88851, -0.67327)  -0.11
C (-5.01483, -0.89830, -1.20663)  -0.07
C (0.91186, 4.26697, 0.14751)  -0.39
H (-5.15591, -1.03688, 1.81929)  0.10
C (-1.44112, -1.07017, -5.54124)  -0.04
C (5.83799, -2.62887, -0.72391)  -0.11
C (0.38974, 4.87111, 2.42705)  -0.07
H (1.15303, 7.62277, 0.61219)  0.10
H (1.83524, -4.65485, -0.43934)  0.09
C (4.71371, -2.83384, -1.51078)  -0.09
H (0.16553, 2.78829, -5.94399)  0.09
S (-2.61167, 3.14520, -0.82235)  0.66
C (-0.35264, -1.02007, 4.21372)  -0.10
H (-2.50820, 1.44230, 1.30250)  0.00
H (5.81845, 4.33979, -0.15476)  0.10
C (1.75988, -1.37223, 2.69189)  -0.31
C (0.01323, 3.37397, -5.04608)  -0.09
C (-0.99934, 5.21584, -3.90549)  -0.09
C (0.40620, 3.67917, -2.67289)  -0.34
C (3.49167, 2.18197, -2.30723)  -0.12
C (2.92355, 3.12002, -1.43797)  -0.34
N (-2.89235, -3.93051, -3.70374)  -0.11
H (2.57552, -2.79225, -1.60226)  0.08
H (3.41511, 4.58523, 0.05914)  0.09
H (-3.30438, 0.84909, -4.18812)  0.10
H (-2.81968, -5.37141, 2.15104)  0.09
H (0.44125, 6.96486, 2.89401)  0.09
C (0.97580, 6.58068, 0.85024)  -0.09
C (-2.22955, -2.08397, -5.02356)  -0.23
H (-2.50428, -0.49267, 4.58890)  0.08
H (-3.58197, 0.05375, -7.92954)  0.09
C (3.22219, 1.57171, 1.65963)  -0.98
O (-5.35733, -3.42688, -4.05909)  -0.32
C (-0.42109, 4.79775, -2.71480)  -0.13
C (1.14818, 5.61284, -0.12772)  -0.13
C (5.17271, 3.74747, -0.79069)  -0.10
N (-0.34271, -0.17917, 2.14264)  -0.12
H (-5.67062, 0.10966, -4.37373)  0.10
H (1.49649, 5.90605, -1.11085)  0.11
O (1.18215, -0.44791, -1.98119)  -0.14
H (-5.04028, -5.07364, 3.21680)  0.09
H (-0.58706, -5.60772, 3.74539)  0.10
C (-3.10118, 0.15122, -2.17513)  -0.16
H (-0.10638, -7.44311, 2.14514)  0.09



Entry 2:
Formula: C57H46Cl3CoF3N2O5SbTe
Source: the Open Molecules 2025 dataset
Level of theory: wB97M-V/def2-TZVPD

Results
HOMO-LUMO gap (spin up / spin down), eV: 4.458 / 4.618
Total charge: -2
E_HOMO (spin up / spin down), eV: -0.93 / -1.23
LUMO (spin up / spin down), Eh: 0.1296 / 0.1245
Largest force on an atom, hartree/bohr: 0.0667
Multiplicity: 3
Energy, eV: -170247.19363

Last column: Löwdin charge in e.
Geometry (Å):
C (0.44589, -2.94308, -5.48690)  -0.13
C (3.45463, -3.23841, 2.80919)  -0.07
C (0.00834, -0.67539, -6.18736)  -0.14
H (0.37872, -4.31260, 3.89249)  0.10
C (-3.05674, -1.81025, 0.58804)  -0.10
H (3.47103, 2.57546, 1.75265)  0.06
H (1.08248, 0.03522, -7.96510)  0.11
C (5.88233, 3.61360, -1.10438)  -0.10
H (3.73758, -0.03322, 5.47778)  0.07
F (-4.36185, -6.60961, -3.92662)  0.05
H (-3.35136, -5.61776, -1.71609)  0.12
C (1.21968, -3.64971, 3.64576)  -0.10
C (3.18912, -1.85455, 2.75778)  -0.30
Sb (-1.46378, -1.14382, -3.60304)  1.82
Cl (1.44643, 6.30062, 2.73442)  0.57
C (0.42962, 4.32206, -0.57778)  -0.05
C (-3.62589, -5.49675, -3.87210)  -0.30
C (-3.44386, -4.78189, -5.03157)  -0.02
H (-1.67053, 2.73893, 1.54474)  0.11
C (2.48228, -4.09994, 3.27076)  -0.12
C (-0.27570, 1.30969, 5.55672)  -0.32
N (1.00319, 1.09814, -3.62592)  0.07
H (-1.86712, 1.83416, -0.64345)  0.03
C (1.05317, 1.11115, 5.20171)  -0.42
C (1.42193, -3.07546, -6.44303)  -0.01
C (-0.20331, -1.72713, -5.32103)  -0.32
H (0.07473, -1.86221, 4.04073)  0.08
H (-1.07559, 2.56821, -2.04552)  0.03
H (1.55401, 6.10189, -0.07834)  0.09
O (-1.24364, -0.19999, 0.34786)  -0.06
C (-3.16157, -5.06865, -2.63222)  0.01
C (1.97424, -1.37642, 3.25525)  -0.44
H (-0.53134, 0.24016, -6.02429)  0.07
C (-3.89379, -1.61095, -0.61103)  -0.38
H (5.39769, 3.96108, 2.27284)  0.10
H (3.93531, 1.64047, 4.98751)  0.06
C (0.59295, 5.27295, 1.59471)  -0.70
C (-1.77344, -1.22734, 0.84131)  -0.17
C (3.59187, 0.99726, 5.80620)  -0.08
H (-1.61671, 1.51504, 7.19711)  0.12
C (-0.96002, 2.29666, -0.98718)  -0.13
C (-2.54582, 1.77639, -4.46548)  -0.11
H (5.25427, -1.47789, 2.23661)  0.06
H (1.04994, 1.70497, 9.87661)  0.07
C (-0.38999, 4.42323, 2.05420)  -0.15
C (-0.56903, 3.41361, -0.14539)  -0.30
H (-0.69341, 4.45062, 3.07704)  0.08
C (-1.41540, 1.27813, 4.55261)  -0.09
Cl (-6.35253, -2.22931, -1.87734)  0.66
Cl (-5.47528, -3.72904, 3.16954)  0.60
H (-3.10187, 3.63628, -5.46520)  0.11
C (-5.05509, 0.86195, -5.22459)  -0.03
C (0.12537, 1.75529, 9.28619)  -0.08
H (-6.04508, 0.50393, -5.44176)  0.11
O (0.29232, -1.18857, -2.00002)  -0.33
H (2.74191, -5.18141, 3.26813)  0.10
C (-0.56032, 1.48114, 6.90034)  -0.02
C (0.98348, -2.26881, 3.65313)  -0.15
H (4.08470, -0.39277, 1.47317)  0.07
H (4.17561, 1.18369, 6.71667)  0.07
C (4.34463, -0.92783, 2.38342)  -0.07
F (2.31234, -2.20508, -8.47449)  0.02
C (4.15236, 2.85491, 0.94581)  -0.05
H (-1.84446, 2.28548, 4.42251)  0.08
H (-3.91805, -5.10089, -5.94157)  0.11
C (3.89332, 2.44447, -0.35992)  -0.16
H (-2.00494, -3.57063, -1.68668)  0.11
O (-3.51583, -1.11005, -1.69164)  -0.11
C (-3.57981, -2.59921, 1.68893)  -0.08
H (1.63618, -2.45704, -1.01345)  0.15
H (-0.37415, 2.76549, 9.39855)  0.10
H (-6.72372, -3.32025, 0.54977)  0.09
C (-3.40909, 2.62217, -5.20752)  -0.01
H (-1.55913, 2.19850, -4.19338)  0.09
H (6.52456, 3.90295, -1.93235)  0.09
N (1.87975, 1.13885, 0.09724)  0.03
H (6.98874, 4.64624, 0.39082)  0.07
C (-4.89024, -3.09067, 1.67236)  -0.71
C (0.96073, -2.35692, -1.93008)  -0.40
H (1.90158, 1.05293, -4.13697)  0.05
C (2.68977, 1.68003, -0.68259)  -0.47
C (1.53295, -2.02500, -7.38351)  -0.28
O (2.47904, 1.67092, -2.07737)  -0.04
F (-5.54347, 2.94125, -6.21534)  0.04
C (5.24896, 3.62607, 1.24093)  -0.11
C (-5.23962, -2.20784, -0.55409)  -0.58
C (4.77607, 2.81851, -1.37625)  -0.04
Co (0.29153, 0.53389, -0.84136)  0.36
H (0.25937, -3.78200, -4.83386)  0.09
C (-5.71104, -2.91058, 0.53125)  -0.17
H (-1.20146, -1.73101, 1.64961)  0.12
H (4.58298, -0.19568, 3.15889)  0.06
C (-2.46496, -3.88160, -2.62460)  -0.11
C (-2.75177, -3.58657, -4.96371)  -0.12
Te (1.48542, 0.71009, 3.18599)  1.50
C (-0.90936, 3.46574, 1.22096)  -0.07
H (-0.58317, 1.03056, 9.66070)  0.07
O (0.79781, -3.25523, -2.75646)  -0.05
C (0.93079, 5.30752, 0.26644)  -0.14
C (0.45950, 1.52568, 7.86408)  -0.29
C (-2.88968, 0.45488, -4.24694)  -0.28
H (4.56331, 2.54956, -2.41933)  0.11
H (-2.95041, -2.77686, 2.56906)  0.10
H (-4.53747, -0.95884, -4.21932)  0.08
H (-1.04299, 0.96714, 3.54458)  -0.01
H (2.02139, -3.98582, -6.50521)  0.11
C (-4.20861, 0.02776, -4.55300)  -0.12
H (0.83466, 4.23128, -1.58566)  0.11
H (2.56261, 1.43386, 8.20089)  0.11
C (1.77353, 1.39237, 7.45318)  -0.05
C (6.16970, 3.96721, 0.24206)  -0.11
C (2.12950, 1.24110, 6.12903)  -0.29
C (0.94132, -0.76423, -7.23757)  -0.01
H (4.45237, -3.60521, 2.51332)  0.11
C (-2.30876, -3.09322, -3.75579)  -0.35
H (-2.54470, -3.06080, -5.88293)  0.10
C (-4.67017, 2.16725, -5.53216)  -0.29
H (-2.21893, 0.61926, 4.88605)  0.07
C (1.26442, 1.16608, -2.38847)  -0.44